Entry from the OMol25 dataset: a structure of composition C28H32F6N10O10RuS6 (ωB97M-V/def2-TZVPD).

ORCA input file:
```
! wB97M-V def2-TZVPD RIJCOSX def2/J DEFGRID3
* xyz 1 6
Ru 0.001 0.232 -0.245
S -3.411 4.119 0.486
S 3.025 -0.278 -1.249
S -3.685 1.249 1.104
S 3.152 -0.974 1.342
S 0.267 2.195 1.666
S -0.844 -2.605 -7.257
F 5.402 -0.127 -2.279
F 3.563 1.592 1.914
F 4.291 -1.890 -2.874
F 3.763 0.046 -3.688
F 5.291 0.567 1.099
F 4.655 0.186 3.129
O -4.154 -3.419 -3.922
O -4.695 -3.007 -1.872
O 0.096 -1.515 -7.126
O 3.528 -2.052 2.195
O 3.159 1.108 -0.889
O 2.449 3.018 -3.088
O 1.777 -0.487 1.445
O 0.526 2.003 -1.596
O -1.954 -2.490 -8.168
O 1.730 -0.658 -1.830
N -1.621 -0.281 -2.030
N -0.406 2.056 4.195
N -1.390 3.250 -1.159
N -0.932 -0.596 1.906
N -4.031 -2.816 -2.870
N -1.817 2.202 -0.505
N 3.524 -1.299 -0.163
N -2.289 -1.326 -3.862
N -0.931 0.199 3.010
N -0.350 -2.155 -0.171
C 1.581 4.018 -3.267
C -1.818 -2.491 3.251
C -2.389 -1.673 -5.284
C -2.859 2.504 0.262
C -0.491 5.237 -2.866
C -0.145 3.033 -1.775
C -0.106 -2.908 -1.243
C -0.377 1.443 2.995
C 4.240 0.453 1.896
C 4.212 -0.592 -2.611
C -1.134 -2.650 0.793
C -1.738 -3.892 0.688
C -5.106 2.294 1.516
C -4.562 3.675 1.813
C 0.052 -4.090 -7.611
C -1.419 -0.434 -3.338
C -1.511 -2.879 -5.634
C -0.392 0.288 -4.139
C -3.075 -1.753 -2.810
C -2.662 -1.096 -1.702
C -0.664 -4.165 -1.420
C 0.937 -3.881 -8.836
C 1.973 5.033 -4.141
C -1.512 -4.656 -0.447
C -1.297 -1.814 2.017
C 0.320 4.102 -2.630
C -0.087 6.231 -3.716
C 1.153 6.115 -4.359
H 1.480 6.895 -5.035
H -0.745 1.294 -4.380
H -5.778 2.304 0.659
H 2.938 4.944 -4.622
H -2.089 -0.792 -5.846
H -0.655 -2.952 -4.961
H -0.427 -4.741 -2.304
H -5.612 1.850 2.371
H -1.444 5.302 -2.362
H 0.097 2.924 4.276
H -0.715 7.093 -3.890
H 1.525 -4.780 -9.011
H 0.559 -2.477 -1.979
H -2.860 -2.779 3.099
H 1.616 -3.044 -8.684
H 0.632 -4.324 -6.716
H -0.156 -0.222 -5.072
H -1.248 -3.399 3.446
H 0.516 0.383 -3.547
H -0.705 -4.858 -7.772
H 0.336 -3.685 -9.722
H -3.426 -1.880 -5.517
H -2.080 -3.807 -5.629
H -5.354 4.423 1.837
H -1.986 -5.622 -0.557
H 2.132 2.417 -2.387
H -1.184 -0.204 3.899
H -3.051 -1.193 -0.702
H -4.019 3.696 2.758
H -2.381 -4.264 1.471
H -1.783 -1.888 4.152
H -0.616 1.561 5.046
*
```

Results
- gap between HOMO and LUMO (spin up / spin down) (eV) = 7.532 / 5.942
- HOMO (spin up / spin down) (eV) = -10.6783 / -10.7407
- electronic energy (Ha) = -5469.01390
- max |F| (hartree/bohr) = 0.0137
- expectation value of S² = 8.77


Entry from the OMol25 dataset: a cluster of 9 separate species, C28H32F8O25 in total (ωB97M-V/def2-TZVPD).

ORCA input file:
```
! wB97M-V def2-TZVPD RIJCOSX def2/J DEFGRID3
* xyz 0 1
F 5.604 -0.121 -0.222
F 0.341 -1.961 0.588
F -3.490 -5.455 4.208
F -4.091 -2.965 -0.983
F 0.652 4.789 -0.307
F -3.581 0.831 -5.950
F 4.960 0.762 -2.975
F 1.693 -0.097 5.813
O -1.504 -0.928 0.089
O 3.661 -1.071 -0.931
O -2.521 -3.384 2.705
O -2.064 -0.448 4.354
O 2.312 -2.341 -2.301
O 2.763 0.928 -2.659
O -4.414 -4.254 2.386
O 0.132 -0.594 3.657
O -4.160 -2.023 2.622
O -5.933 -1.809 -4.406
O -2.662 4.772 0.045
O -4.631 -1.517 -2.601
O -6.650 -2.314 -2.289
O 4.517 -2.724 -2.156
O -0.311 -1.378 5.646
O 0.007 -0.042 -3.493
O -0.441 0.710 1.079
O -2.898 3.406 1.946
O -1.977 1.040 -2.969
O -0.888 3.810 0.991
O 4.608 2.468 2.090
O -2.529 0.278 1.658
O -1.858 -0.137 -4.891
O 1.528 2.835 -2.164
O 3.033 2.717 -3.843
C -3.176 0.305 -4.781
C 3.773 0.601 -3.551
C 2.440 3.005 2.581
C -2.219 3.945 1.074
C -1.613 0.102 0.939
C 4.932 -1.260 -0.377
C 3.544 3.273 1.556
C 4.075 1.263 2.729
C 2.331 2.196 -2.854
C -3.703 -3.127 2.573
C 5.557 -2.117 -1.459
C 2.643 1.546 2.986
C -3.091 1.413 -3.740
C 3.726 1.744 -4.565
C 1.213 -1.418 4.030
C -1.114 0.240 -3.798
C -1.505 5.305 -0.563
C -0.195 -1.122 -0.298
C -6.174 -1.983 -0.991
C 0.422 0.274 0.041
C 3.385 -2.108 -1.794
C 1.132 -1.300 5.539
C -0.523 4.191 -0.320
C -5.742 -1.875 -3.215
C -0.862 -0.744 4.534
C -4.723 -1.833 -1.232
C -2.223 -4.736 2.467
C -3.563 -5.282 2.858
H -1.917 -4.876 1.430
H 1.039 -2.439 3.689
H 6.274 -2.865 -1.121
H 2.016 0.833 2.450
H -3.829 -0.544 -4.581
H 3.872 4.311 1.509
H 2.499 1.413 4.058
H 3.215 1.424 -5.473
H -1.640 5.535 -1.619
H 3.255 2.764 0.636
H -2.823 2.283 -4.340
H 4.698 1.113 3.610
H -1.120 6.191 -0.057
H -6.612 -1.025 -0.713
H -3.726 -6.262 2.409
H -4.037 1.435 -3.198
H 2.713 3.636 3.427
H 1.742 -2.072 6.010
H 6.108 -1.414 -2.083
H 4.266 0.422 2.062
H 4.985 -1.843 0.542
H 1.478 0.145 0.280
H 1.443 3.201 2.186
H 0.431 0.891 -0.858
H 3.683 -0.417 -3.928
H 2.190 -1.243 3.581
H -4.290 -1.057 -0.601
H -1.449 -5.106 3.139
H -0.543 3.335 -0.993
H -6.613 -2.732 -0.332
H 4.695 2.105 -4.909
H 0.037 -1.427 -1.318
*
```

Results
- gap between HOMO and LUMO (eV) = 9.340
- HOMO (eV) = -9.3114
- electronic energy (Ha) = -3766.06063
- max |F| (hartree/bohr) = 0.1609
- structure (SMILES) = O=C1OC[C@@H](F)O1.O=C1OC[C@@H](F)O1.O=C1OC[C@@H](F)O1.O=C1OC[C@@H](F)O1.O=C1OC[C@@H](F)O1.O=C1OC[C@@H](F)O1.O=C1OC[C@@H](F)O1.O=C1OC[C@@H](F)O1.C1CCOC1
- energy above the lowest of the compared OMol25 structures with the same formula, charge and spin (eV) = 0.000


Entry from the OMol25 dataset: a structure of composition C28H32N3O5Sn (ωB97M-V/def2-TZVPD).

ORCA input file:
```
! wB97M-V def2-TZVPD RIJCOSX def2/J DEFGRID3
* xyz 3 1
Sn 0.055 -0.898 -0.757
O -2.163 -1.502 -1.747
O 1.715 -2.180 -0.169
O 2.729 -0.197 -0.020
O -3.809 -2.834 -2.325
O 2.694 -4.193 -0.065
N 1.121 1.213 0.553
N -0.492 -3.261 -1.171
N -1.440 1.140 0.067
C -4.414 1.480 -2.108
C 3.847 0.916 2.929
C -2.763 1.050 -0.430
C -2.089 2.266 -2.572
C 4.029 -0.813 -0.016
C 0.461 2.238 0.938
C -1.784 -5.082 -2.001
C -0.989 2.242 0.524
C 0.405 -5.465 -1.092
C -4.986 0.203 -0.156
C -1.608 -3.734 -1.713
C 0.491 -4.092 -0.880
C 2.519 0.951 0.823
C 4.780 1.787 2.332
C -5.353 0.795 -1.357
C -1.825 3.469 0.658
C 3.445 2.066 0.350
C -2.581 -2.623 -1.949
C -3.102 1.613 -1.669
C 1.700 -3.397 -0.330
C 4.538 2.400 1.095
C -0.758 -5.960 -1.670
C 2.721 0.531 2.274
C -3.257 -0.317 1.614
C 0.992 3.387 1.722
C 1.700 -0.357 2.876
C -3.693 0.315 0.322
C 3.144 2.692 -0.954
H 2.097 -0.907 3.725
H 4.819 -0.094 -0.234
H -2.332 -0.892 1.455
H -2.354 3.310 -2.746
H -1.072 2.218 -2.178
H 1.224 -6.114 -0.819
H 4.052 2.968 -1.489
H -2.103 1.777 -3.547
H -0.866 -7.019 -1.860
H 3.986 -1.545 -0.816
H -4.022 -0.979 2.010
H 4.033 0.563 3.936
H 0.861 0.244 3.243
H 3.499 -3.758 0.255
H 2.520 2.054 -1.577
H 0.380 3.551 2.611
H 1.303 -1.053 2.133
H 5.233 3.145 0.727
H -1.411 4.193 1.352
H 0.942 4.310 1.139
H -2.832 3.194 0.972
H -3.047 0.438 2.375
H -6.364 0.695 -1.724
H 2.024 3.223 2.030
H 5.705 2.002 2.854
H -4.064 -3.756 -2.464
H -2.680 -5.458 -2.477
H -4.694 1.919 -3.057
H -5.719 -0.351 0.416
H 4.236 -1.314 0.931
H -1.932 3.956 -0.315
H 2.602 3.631 -0.787
*
```

Results
- gap between HOMO and LUMO (eV) = 4.766
- HOMO (eV) = -15.5956
- electronic energy (Ha) = -1839.96798
- max |F| (hartree/bohr) = 0.0498
- energy above the lowest of the compared OMol25 structures with the same formula, charge and spin (eV) = 0.464


Entry from the OMol25 dataset: a structure of composition C28H32N3O7PtS2Si (ωB97M-V/def2-TZVPD).

ORCA input file:
```
! wB97M-V def2-TZVPD RIJCOSX def2/J DEFGRID3
* xyz -1 5
Pt -0.139 -0.493 -0.345
S 1.767 -2.221 0.663
S 1.906 -3.114 2.609
Si 0.098 1.633 0.828
O -4.083 0.340 -1.649
O -6.474 -0.947 2.459
O -1.844 0.210 -1.705
O 2.190 -4.498 2.326
O -5.328 -2.446 3.757
O 3.000 -2.317 3.121
O 0.629 -2.880 3.260
N -1.810 -0.860 0.793
N 1.390 -0.375 -1.722
N -0.461 -2.346 -1.501
C 3.333 -0.507 -3.758
C 1.591 1.597 2.051
C 2.334 -1.452 -3.710
C 0.337 -3.477 -3.491
C -1.764 -1.475 1.980
C -2.918 -1.774 2.682
C -1.409 1.843 1.963
C 2.922 1.145 1.441
C -0.138 4.496 0.671
C -5.570 -1.619 2.868
C -4.185 -0.780 0.885
C -4.117 -1.388 2.114
C 3.388 0.475 -2.744
C -0.621 -4.453 -3.300
C 1.289 -3.488 -4.569
C 0.406 -2.404 -2.559
C 2.230 -2.531 -4.669
C -1.490 -4.377 -2.210
C -0.012 3.263 -0.240
C 2.423 0.491 -1.777
C 1.849 2.942 2.742
C -1.276 3.234 -1.113
C 1.164 3.529 -1.181
C -1.361 -3.303 -1.345
C -2.983 -0.540 0.232
C 1.220 0.584 3.150
C -2.987 0.070 -1.178
C 1.367 -1.400 -2.669
H 3.333 1.898 0.763
H 2.126 3.548 -0.659
H -1.269 2.724 2.592
H 2.557 2.789 3.564
H -0.683 -5.280 -3.998
H -2.855 -2.280 3.631
H -0.958 4.410 1.384
H 4.076 -0.545 -4.544
H 1.215 2.797 -1.984
H 2.297 3.669 2.062
H 4.172 1.217 -2.713
H -0.354 5.365 0.039
H -1.339 4.180 -1.664
H 0.773 4.718 1.225
H 0.945 3.381 3.169
H 1.033 4.510 -1.652
H 0.934 -0.388 2.750
H -2.329 1.989 1.395
H -1.558 0.999 2.632
H -2.244 -5.127 -2.028
H 3.656 0.988 2.237
H -2.013 -3.211 -0.482
H -1.271 2.423 -1.836
H 2.840 0.202 0.899
H 2.453 1.224 -0.992
H -0.790 -1.756 2.362
H -5.104 -0.485 0.402
H -2.189 3.151 -0.522
H 2.955 -2.555 -5.474
H 2.085 0.403 3.794
H 1.240 -4.293 -5.292
H 0.406 0.949 3.778
*
```

Results
- gap between HOMO and LUMO (spin up / spin down) (eV) = 4.637 / 4.498
- HOMO (spin up / spin down) (eV) = -3.0707 / -6.3636
- electronic energy (Ha) = -2982.36482
- max |F| (hartree/bohr) = 0.0126
- expectation value of S² = 6.04


Entry from the OMol25 dataset: a structure of composition C28H32N6O3RuS2 (ωB97M-V/def2-TZVPD).

ORCA input file:
```
! wB97M-V def2-TZVPD RIJCOSX def2/J DEFGRID3
* xyz 1 6
Ru 0.932 -0.397 -0.460
S 0.196 2.473 1.392
S -0.816 0.202 -2.330
O 1.244 2.863 2.286
O 1.979 1.472 -1.822
O 0.245 2.985 0.043
N -5.193 3.334 3.597
N 0.170 0.831 1.179
N 1.731 3.723 -2.461
N 0.427 -1.293 1.873
N 1.611 -2.541 -1.180
N -0.030 0.385 3.489
C -1.390 2.812 2.066
C 3.687 -3.722 -1.272
C -0.647 1.880 -5.177
C -3.940 3.178 3.085
C -2.139 -1.077 -2.364
C -2.787 -1.244 0.087
C 2.857 -2.761 -0.709
C 0.082 -0.179 -3.880
C 2.971 -0.502 0.247
C -1.542 3.195 3.389
C -2.491 2.596 1.246
C 1.186 -3.275 -2.216
C 0.194 -0.010 2.236
C 4.322 -1.399 2.491
C 3.363 0.408 1.219
C -3.215 -0.810 -1.310
C 3.253 -4.442 -2.369
C 1.796 2.625 -2.002
C -2.810 3.388 3.892
C 3.297 -1.859 0.366
C 0.512 -2.196 2.837
C 3.983 -2.300 1.495
C 0.042 -0.537 4.435
C -0.634 0.356 -5.114
C 0.339 -1.868 4.170
C 1.970 -4.214 -2.850
C 4.021 -0.049 2.354
C -3.760 2.779 1.749
H -5.320 3.732 4.508
H -2.948 3.704 4.918
H -2.563 -1.031 -3.366
H -2.702 -2.330 0.144
H -1.686 -2.055 -2.209
H 0.365 2.282 -5.236
H 0.163 -3.119 -2.532
H 0.218 -1.258 -3.929
H -3.493 -0.911 0.847
H 4.678 -3.871 -0.866
H 1.380 4.589 -2.097
H -4.630 2.623 1.122
H -1.128 2.297 -4.291
H 0.410 -2.607 4.952
H -0.659 3.333 3.998
H -1.659 -0.019 -5.138
H 4.227 -3.352 1.598
H -4.112 -1.361 -1.599
H 1.055 0.299 -3.758
H 3.900 -5.165 -2.847
H 4.831 -1.751 3.378
H 4.300 0.656 3.127
H 1.580 -4.761 -3.696
H 3.152 1.465 1.115
H -1.197 2.217 -6.054
H 0.715 -3.215 2.525
H -1.821 -0.812 0.335
H -0.160 -0.190 5.442
H -3.474 0.250 -1.320
H -5.992 3.296 2.992
H -0.120 -0.044 -5.991
H -2.327 2.300 0.218
*
```

Results
- gap between HOMO and LUMO (spin up / spin down) (eV) = 7.616 / 5.923
- HOMO (spin up / spin down) (eV) = -10.0909 / -10.1802
- electronic energy (Ha) = -2531.41613
- max |F| (hartree/bohr) = 0.0218
- expectation value of S² = 8.76
- energy above the lowest of the compared OMol25 structures with the same formula, charge and spin (eV) = 0.000


Entry from the OMol25 dataset: a cluster of 8 separate species, C28H32N8O16 in total (ωB97M-V/def2-TZVPD).

ORCA input file:
```
! wB97M-V def2-TZVPD RIJCOSX def2/J DEFGRID3
* xyz 0 1
O -1.266 0.127 2.807
O -5.479 1.303 -0.014
O -1.743 -3.959 3.369
O 1.024 2.433 0.791
O 6.265 1.215 -6.110
O -0.839 -5.070 4.923
O -0.448 2.879 -5.447
O -7.020 2.281 -1.106
O -4.168 -3.589 -1.329
O -1.153 -1.211 -2.616
O -5.614 -3.427 0.213
O 1.603 2.801 -4.615
O 1.881 0.515 1.032
O -3.264 -0.031 3.685
O 0.511 -1.936 -1.321
O 5.585 -0.718 -6.910
N -0.484 -1.195 -1.563
N 1.576 1.584 1.518
N 5.614 0.180 -6.068
N -5.775 2.143 -0.830
N -4.484 -3.457 -0.137
N 0.616 2.275 -5.172
N -2.010 -0.078 3.704
N -0.741 -4.331 3.969
C -4.737 2.828 -1.531
C 3.495 1.142 -2.979
C -5.136 3.618 -2.633
C 0.560 -3.883 3.531
C 3.089 -1.172 -3.485
C 0.822 2.916 4.992
C 0.741 0.845 -5.524
C -1.413 -0.363 5.054
C -3.323 2.667 -1.163
C 3.932 -1.085 -4.634
C 1.513 1.976 5.823
C 2.899 -0.043 -2.663
C 2.100 0.729 3.819
C 4.607 0.129 -4.952
C 1.465 1.664 3.030
C 0.732 -3.122 2.340
C 1.991 -2.937 1.747
C 2.964 -4.054 3.708
C -2.396 3.302 -1.982
C 2.130 0.940 5.165
C -2.776 4.085 -3.078
C -3.444 -3.180 0.859
C -4.129 4.198 -3.469
C 3.113 -3.383 2.507
C 1.697 -4.208 4.291
C 0.808 2.778 3.608
C 4.286 1.235 -4.122
C -0.726 -0.045 -0.627
H -1.344 3.109 -1.830
H -6.181 3.891 -2.664
H 1.503 2.009 6.902
H -3.345 -2.095 0.892
H 0.220 3.747 5.329
H -0.121 -2.885 1.721
H -2.689 -3.945 0.676
H 0.285 0.361 -0.662
H -3.083 2.076 -0.292
H 3.174 2.020 -2.438
H -4.458 4.844 -4.269
H 0.216 3.514 3.084
H 0.147 0.832 -6.438
H -1.205 0.533 5.640
H -1.387 0.684 -1.096
H -2.002 4.557 -3.666
H 4.753 2.160 -4.427
H 4.162 -2.001 -5.158
H 1.645 -4.692 5.255
H 2.224 -0.257 -1.847
H -2.136 -0.999 5.565
H 3.875 -4.395 4.176
H -1.067 -0.348 0.362
H -3.861 -3.458 1.827
H 2.472 -2.042 -3.319
H 1.749 0.841 -5.938
H -0.520 -0.980 4.963
H 2.003 -2.489 0.764
H 2.685 -0.044 3.343
H 4.102 -3.382 2.073
H 0.378 0.181 -4.740
H 2.757 0.339 5.806
*
```

Results
- gap between HOMO and LUMO (eV) = 8.337
- HOMO (eV) = -9.8580
- electronic energy (Ha) = -2727.19259
- max |F| (hartree/bohr) = 0.0889
- structure (SMILES) = O=[N+]([O-])c1ccccc1.O=[N+]([O-])c1ccccc1.O=[N+]([O-])c1ccccc1.O=[N+]([O-])c1ccccc1.C[N+](=O)[O-].C[N+](=O)[O-].C[N+](=O)[O-].C[N+](=O)[O-]
- energy above the lowest of the compared OMol25 structures with the same formula, charge and spin (eV) = 2.287


Question: Which value of max |F| does entry 5 give?
Answer: 0.0218 hartree/bohr


Question: max |F| of number 4 (C28H32N3O7PtS2Si)?
Answer: 0.0126 hartree/bohr